## w
{"formula": "C8H24O4", "method": "ωB97M-V with the def2-TZVPD basis set", "smiles": "CCO.CCO.CCO.CCO", "multiplicity": 1, "orbital_gap_ev": 10.51, "symbols": ["C", "C", "O", "H", "H", "H", "H", "H", "H", "C", "C", "O", "H", "H", "H", "H", "H", "H", "C", "C", "O", "H", "H", "H", "H", "H", "H", "C", "C", "O", "H", "H", "H", "H", "H", "H"], "coordinates": [[-0.21517, -1.50379, 0.82473], [0.08857, -0.81934, -0.47928], [-1.11424, -0.21492, -0.95648], [-0.85976, -2.37954, 0.69131], [-0.71340, -0.90302, 1.58697], [0.64377, -1.96760, 1.31538], [0.52966, -1.56950, -1.14176], [0.81307, -0.00353, -0.39765], [-0.94998, 0.28900, -1.76193], [-2.34197, 2.04246, 1.98902], [-3.44952, 1.46296, 1.12251], [-3.11166, 1.61910, -0.26817], [-2.14883, 3.07159, 1.69049], [-1.41796, 1.48605, 1.83880], [-2.67201, 2.01033, 3.03227], [-4.41031, 1.95737, 1.27086], [-3.61032, 0.38864, 1.27397], [-2.49599, 0.89949, -0.50463], [2.09542, -4.43285, 1.04463], [3.37138, -3.91213, 1.66259], [4.31597, -3.70942, 0.60315], [2.27062, -5.43162, 0.63310], [1.76118, -3.86000, 0.18185], [1.33170, -4.54269, 1.81416], [3.74529, -4.61274, 2.41176], [3.23266, -2.93027, 2.12446], [5.01635, -3.12672, 0.90449], [0.31669, 4.16462, -2.02047], [-0.24406, 2.83700, -2.47564], [0.40354, 2.36878, -3.64814], [0.31994, 4.93143, -2.79947], [1.36161, 4.12691, -1.69840], [-0.22151, 4.58305, -1.16534], [-1.32190, 2.91911, -2.65534], [-0.19688, 2.13978, -1.63518], [-0.12195, 2.62203, -4.40864]], "mulliken_charge": [-1.0073, -0.1406, -0.5915, 0.3124, 0.2465, 0.2005, 0.3083, 0.3008, 0.2237, -0.8537, -0.2793, -0.5599, 0.2613, 0.1612, 0.3433, 0.2946, 0.2708, 0.4848, -1.0138, -0.1373, -0.5313, 0.3516, 0.1893, 0.3402, 0.2500, 0.2839, 0.2975, -1.1000, 0.1891, -0.5280, 0.3015, 0.2938, 0.3114, 0.2931, -0.0976, 0.3308]}

---

## x
{"formula": "C8H24O4", "method": "ωB97M-V with the def2-TZVPD basis set", "smiles": "CCO.CCO.CCO.CCO", "multiplicity": 1, "orbital_gap_ev": 10.46, "symbols": ["C", "C", "O", "H", "H", "H", "H", "H", "H", "C", "C", "O", "H", "H", "H", "H", "H", "H", "C", "C", "O", "H", "H", "H", "H", "H", "H", "C", "C", "O", "H", "H", "H", "H", "H", "H"], "coordinates": [[2.20360, 1.24881, -2.08385], [2.40356, 0.97115, -3.59431], [3.34878, 1.80342, -4.23205], [1.66953, 0.44575, -1.57594], [1.65115, 2.18439, -1.99670], [3.18019, 1.26776, -1.60009], [1.39410, 0.95649, -4.00527], [2.89273, 0.01756, -3.79298], [4.22018, 1.53274, -3.93373], [1.81881, -1.35536, 1.52695], [1.69986, -2.49997, 2.50756], [1.15521, -3.63299, 1.81481], [1.67162, -0.40656, 2.04290], [1.02329, -1.33988, 0.78196], [2.76773, -1.30146, 0.99332], [1.05500, -2.19889, 3.33314], [2.62792, -2.87710, 2.93718], [1.65900, -3.79418, 1.01368], [-2.40007, 2.14265, 3.68967], [-2.44109, 1.75588, 2.22058], [-2.14835, 0.36469, 2.14274], [-3.20018, 1.69855, 4.28187], [-2.58161, 3.20094, 3.87718], [-1.46589, 1.79956, 4.13429], [-1.68630, 2.25118, 1.60978], [-3.40704, 1.96327, 1.76012], [-2.91417, -0.18483, 2.32481], [-1.64993, -1.07386, -2.73732], [-2.14884, -0.50116, -1.42662], [-1.03043, 0.04728, -0.74861], [-2.48950, -1.24495, -3.41108], [-1.22184, -2.07136, -2.63817], [-1.01759, -0.35777, -3.26216], [-2.37343, -1.25838, -0.67544], [-2.97224, 0.21303, -1.43380], [-1.29378, 0.23361, 0.15557]], "mulliken_charge": [-0.6683, -0.3492, -0.5516, 0.1190, 0.2338, 0.3794, 0.1871, 0.3146, 0.3242, -0.9246, -0.2529, -0.5517, 0.3582, 0.2018, 0.3736, 0.2509, 0.2480, 0.2965, -1.1189, -0.0819, -0.5168, 0.3069, 0.3573, 0.2874, 0.2416, 0.2817, 0.2612, -0.9822, -0.1840, -0.3850, 0.3761, 0.2889, 0.1229, 0.2819, 0.2918, 0.1818]}

---

## y
{"formula": "C8H24O4", "method": "ωB97M-V with the def2-TZVPD basis set", "smiles": "CCO.CCO.CCO.CCO", "multiplicity": 1, "orbital_gap_ev": 10.07, "symbols": ["C", "C", "O", "H", "H", "H", "H", "H", "H", "C", "C", "O", "H", "H", "H", "H", "H", "H", "C", "C", "O", "H", "H", "H", "H", "H", "H", "C", "C", "O", "H", "H", "H", "H", "H", "H"], "coordinates": [[-19.99142, 6.71589, 11.46447], [-21.02636, 7.41452, 12.31785], [-22.29468, 6.88692, 11.95558], [-20.33033, 6.77141, 10.42688], [-19.93233, 5.66040, 11.73144], [-19.00894, 7.17749, 11.52519], [-20.99392, 8.49212, 12.10842], [-20.81091, 7.27464, 13.38310], [-22.97497, 7.44138, 12.34668], [-13.85382, 6.19724, 16.46684], [-14.54609, 5.29511, 15.47264], [-15.15148, 4.22816, 16.18095], [-13.00159, 5.68218, 16.91162], [-14.53511, 6.47266, 17.27226], [-13.50624, 7.11113, 15.98286], [-13.81356, 4.89046, 14.76859], [-15.30719, 5.85623, 14.91759], [-15.44951, 3.57598, 15.53813], [-14.73748, -0.67371, 14.79823], [-14.57735, -0.94286, 13.32883], [-14.46435, 0.30780, 12.65623], [-14.79641, -1.61566, 15.34328], [-15.63181, -0.08175, 14.99360], [-13.87891, -0.11650, 15.17615], [-15.42702, -1.51819, 12.94620], [-13.67675, -1.54471, 13.15630], [-14.61704, 0.21118, 11.71254], [-17.46606, 4.03792, 13.49576], [-16.61676, 2.93110, 12.90845], [-15.42575, 2.78172, 13.66404], [-18.52174, 3.95262, 13.21594], [-17.17757, 5.02068, 13.10795], [-17.44808, 4.09839, 14.58408], [-16.37637, 3.20690, 11.87336], [-17.19393, 1.99986, 12.86525], [-14.99557, 1.96618, 13.37007]], "mulliken_charge": [-0.9511, -0.1827, -0.5209, 0.3245, 0.1610, 0.3496, 0.2675, 0.2602, 0.2965, -1.2647, 0.1686, -0.5602, 0.3012, 0.3140, 0.3603, 0.2172, 0.1408, 0.2851, -1.0964, -0.1244, -0.5441, 0.3713, 0.2789, 0.2718, 0.3014, 0.2574, 0.2682, -1.1178, -0.1339, -0.4329, 0.3076, 0.1999, 0.3699, 0.2595, 0.3454, 0.2514]}

---

It is y that is most stable; the runner-up trails by 0.0169 hartree.

---

## w
{"formula": "C3H4NS", "method": "ωB97M-V with the def2-TZVPD basis set", "total_charge": 1, "smiles": "C#[N+]CC=S", "multiplicity": 1, "orbital_gap_ev": 7.71, "symbols": ["C", "C", "C", "N", "S", "H", "H", "H", "H"], "coordinates": [[1.59496, 0.42932, -0.87495], [-1.22128, 0.41120, 0.06526], [-0.10313, -0.60779, 0.56956], [0.92391, -0.25139, -0.19597], [-2.46760, -0.23597, -0.73999], [2.55377, 0.75573, -1.21899], [-0.96182, 1.40710, 0.44907], [0.17515, -0.31624, 1.57839], [-0.49397, -1.59195, 0.36762]], "mulliken_charge": [0.1035, -0.1881, -0.3965, 0.1266, -0.0742, 0.3993, 0.3458, 0.2658, 0.4178]}

---

## x
{"formula": "C3H4NS", "method": "ωB97M-V with the def2-TZVPD basis set", "total_charge": 1, "multiplicity": 1, "orbital_gap_ev": [8.52, 8.52], "symbols": ["C", "C", "C", "N", "S", "H", "H", "H", "H"], "coordinates": [[-0.74903, 0.24305, 1.02494], [-1.61676, -0.48496, 0.54638], [0.25296, -0.61939, -1.06947], [0.43373, 0.74908, 0.79703], [-1.42584, -0.66228, -1.10356], [0.54715, -0.64378, -2.08826], [0.99705, -0.71020, -0.32482], [0.46376, 1.70187, 0.82941], [1.09699, 0.42660, 1.38834]], "mulliken_charge": [0.4525, -0.3031, -0.2150, -0.3627, 0.2625, 0.3206, 0.3210, 0.2332, 0.2910]}

---

## y
{"formula": "C3H4NS", "method": "ωB97M-V with the def2-TZVPD basis set", "total_charge": 1, "multiplicity": 1, "orbital_gap_ev": [6.75, 6.66], "symbols": ["C", "C", "C", "N", "S", "H", "H", "H", "H"], "coordinates": [[0.11190, 1.31460, 0.02082], [1.45828, 1.05139, -0.03882], [-0.13468, -1.05057, -0.02657], [-0.72776, 0.25462, 0.05573], [1.73761, -0.61464, -0.03188], [-0.47291, 2.26777, -0.02992], [-0.07334, -1.81717, 0.87484], [-0.20680, -1.79384, -0.90927], [-1.69230, 0.38783, 0.08507]], "mulliken_charge": [0.1601, -0.3049, -0.4540, 0.0103, 0.2437, 0.3785, 0.3489, 0.3657, 0.2517]}

---

It is w that is most stable; the runner-up trails by 0.0206 hartree.

---

## w
{"formula": "C4H15N2O2", "method": "ωB97M-V with the def2-TZVPD basis set", "total_charge": 1, "multiplicity": 1, "orbital_gap_ev": 10.79, "symbols": ["C", "C", "C", "C", "N", "N", "H", "H", "H", "H", "H", "H", "H", "H", "H", "H", "H", "H", "H", "O", "H", "H", "O"], "coordinates": [[0.42089, 0.19745, 1.09454], [-1.03897, -0.10701, 0.89363], [-1.30374, -0.71226, -0.48013], [-2.42833, 0.47335, -2.16441], [-1.42144, 0.37459, -1.42560], [0.82535, 1.34540, 0.15678], [1.12428, -0.57278, 0.83676], [0.58654, 0.52047, 2.11810], [-1.23756, -0.85078, 1.66694], [-1.68878, 0.76021, 1.00245], [-0.47004, -1.35221, -0.78295], [-2.18623, -1.35942, -0.50054], [-3.17878, -0.31395, -2.31396], [-2.59253, 1.34338, -2.79777], [1.79001, 1.24504, -0.20484], [0.30320, 1.14296, -0.71278], [0.64427, 2.29359, 0.47352], [0.05356, -1.98297, 3.46090], [1.56769, -1.88571, 3.54793], [0.84599, -2.02099, 2.91265], [3.71313, 0.13047, -1.28356], [3.08335, 0.85265, -2.44795], [2.89961, 0.58227, -1.53993]], "mulliken_charge": [-0.6041, -0.5515, -0.7465, -0.3129, -0.3145, -0.1453, 0.3584, 0.2888, 0.3096, 0.3237, 0.2972, 0.4966, 0.2232, 0.2606, 0.4012, 0.3884, 0.3462, 0.3275, 0.3219, -0.6408, 0.3071, 0.2950, -0.6299]}

---

## x
{"formula": "C4H15N2O2", "method": "ωB97M-V with the def2-TZVPD basis set", "total_charge": 1, "multiplicity": 1, "orbital_gap_ev": 9.74, "symbols": ["N", "C", "C", "O", "C", "N", "C", "H", "H", "H", "H", "H", "H", "H", "H", "H", "H", "H", "H", "H", "H", "H", "O"], "coordinates": [[-0.86047, 0.36542, 1.08907], [-0.03127, -0.77657, 0.50259], [-0.79347, -1.45579, -0.68359], [-2.03882, -1.87774, -0.23081], [1.30266, -0.27891, 0.02980], [1.25044, 0.64248, -1.15591], [2.41386, 0.40475, -2.04382], [-0.41524, 0.93587, 1.80632], [-1.77837, 0.10460, 1.44246], [-0.98587, 0.95745, 0.26710], [-0.03002, -1.47600, 1.34284], [-0.14129, -2.26736, -1.01418], [-1.02437, -0.79013, -1.53034], [-2.23642, -2.80359, -0.35183], [1.82280, 0.33282, 0.78672], [2.00637, -1.10957, -0.10801], [1.24079, 1.56286, -0.73455], [2.22744, -0.60890, -2.41818], [3.35631, 0.47169, -1.51182], [2.41184, 1.15370, -2.83928], [-2.95671, 2.40127, 1.75728], [-2.46906, 2.03844, 3.26766], [-2.27112, 2.07319, 2.33049]], "mulliken_charge": [-0.3897, -0.1468, -0.4873, -0.5118, -1.0235, -0.3587, -0.8968, 0.3804, 0.4452, 0.4050, 0.2930, 0.4205, 0.2788, 0.3283, 0.4981, 0.5109, 0.2699, 0.3235, 0.3424, 0.3101, 0.3147, 0.3163, -0.6225]}

---

## y
{"formula": "C4H15N2O2", "method": "ωB97M-V with the def2-TZVPD basis set", "total_charge": 1, "multiplicity": 1, "orbital_gap_ev": 8.47, "symbols": ["C", "C", "C", "C", "N", "N", "H", "H", "H", "H", "H", "H", "H", "H", "H", "H", "H", "H", "H", "O", "H", "H", "O"], "coordinates": [[-0.18572, 0.49807, 1.43254], [-0.24276, -1.03095, 1.18710], [0.32645, -1.66752, -0.10876], [1.65798, -1.74819, -0.24135], [2.21399, -1.96556, -1.51435], [-0.46449, 1.11169, 0.10280], [0.72273, 0.86176, 1.90398], [-0.95614, 0.62378, 2.25270], [0.49683, -1.46431, 2.09926], [-1.20517, -1.46461, 1.57943], [-0.30143, -1.80779, -1.02650], [2.46292, -1.84651, 0.48653], [1.83486, -2.07329, -2.37230], [3.08718, -1.29523, -1.73454], [-0.01178, 2.05780, 0.11173], [-0.26713, 0.59656, -0.75150], [-1.51220, 1.36170, 0.00910], [1.23509, 3.01139, -2.33321], [0.29595, 1.88805, -2.34225], [0.84712, 2.23866, -1.65326], [-3.72596, 1.35352, 1.16074], [-3.19913, -0.11726, 0.97477], [-3.10920, 0.87821, 0.77736]], "mulliken_charge": [-0.5262, -0.5542, -0.8421, 0.0282, -0.5642, -0.2639, 0.4192, 0.2429, 0.2825, 0.4266, 0.3590, 0.3805, 0.2216, 0.2524, 0.4275, 0.3762, 0.3626, 0.3447, 0.3131, -0.6763, 0.2658, 0.3260, -0.6019]}

---

## z
{"formula": "C4H15N2O2", "method": "ωB97M-V with the def2-TZVPD basis set", "total_charge": 1, "multiplicity": 1, "orbital_gap_ev": 9.24, "symbols": ["C", "C", "C", "C", "N", "N", "H", "H", "H", "H", "H", "H", "H", "H", "H", "H", "H", "H", "H", "O", "H", "H", "O"], "coordinates": [[-1.50753, -1.06363, 2.15889], [-0.15040, -1.00626, 1.47917], [-0.10517, -0.37027, 0.11233], [-1.11210, -0.58075, -0.75309], [-1.18030, 0.02101, -2.08100], [0.99653, 0.39366, -0.10120], [-2.33239, -1.40392, 1.53252], [-1.78607, -0.08272, 2.52680], [-1.46823, -1.76261, 2.97462], [0.28576, -1.99835, 1.35836], [0.56832, -0.45987, 2.09869], [-1.87955, -1.25948, -0.43717], [-1.93319, -0.32827, -2.66051], [-1.32426, 1.03420, -1.98557], [-0.29386, -0.02706, -2.62363], [1.05872, 0.98301, -0.92372], [1.53727, 0.72966, 0.68278], [1.89784, -1.12767, -2.39387], [1.76858, -0.58217, -3.82519], [1.44205, -0.46054, -2.92393], [1.51650, 3.07158, 2.65805], [2.37727, 3.39722, 1.41051], [1.62422, 2.88324, 1.71616]], "mulliken_charge": [-1.1570, -0.5868, 0.7025, -0.7606, -0.1561, -0.3705, 0.3180, 0.3042, 0.3526, 0.2917, 0.3056, 0.3318, 0.4066, 0.4091, 0.2374, 0.1828, 0.2302, 0.3204, 0.2914, -0.6529, 0.3224, 0.3207, -0.6435]}

---

It is z that is most stable; the runner-up trails by 0.0101 hartree.